[1]
{
  "formula": "C15H40O5",
  "method": "the ωB97M-V functional and the def2-TZVPD basis",
  "smiles": "CC(C)O.CC(C)O.CC(C)O.CC(C)O.CC(C)O",
  "de_lowest_ev": 10.946,
  "species": ["C", "C", "C", "O", "H", "H", "H", "H", "H", "H", "H", "H", "C", "C", "C", "O", "H", "H", "H", "H", "H", "H", "H", "H", "C", "C", "C", "O", "H", "H", "H", "H", "H", "H", "H", "H", "C", "C", "C", "O", "H", "H", "H", "H", "H", "H", "H", "H", "C", "C", "C", "O", "H", "H", "H", "H", "H", "H", "H", "H"],
  "positions_angstrom": [[-0.658, 1.282, -1.245], [-0.284, 0.144, -0.299], [1.087, 0.148, 0.388], [-1.194, 0.370, 0.756], [-0.023, 2.135, -1.005], [-1.660, 1.681, -1.089], [-0.488, 0.988, -2.281], [-0.461, -0.831, -0.753], [1.148, -0.778, 0.960], [1.205, 0.945, 1.122], [1.802, 0.327, -0.415], [-0.639, 0.725, 1.454], [-3.446, -1.523, -0.933], [-2.707, -2.539, -1.821], [-1.224, -2.433, -1.420], [-3.200, -3.850, -1.511], [-3.509, -0.606, -1.519], [-3.200, -1.324, 0.110], [-4.502, -1.792, -0.909], [-2.995, -2.400, -2.863], [-0.704, -1.476, -1.470], [-0.694, -3.119, -2.081], [-1.167, -2.782, -0.389], [-4.122, -3.947, -1.761], [2.683, -1.738, 0.984], [2.515, -1.109, 2.409], [3.633, -1.593, 3.494], [2.725, 0.246, 2.179], [1.857, -1.690, 0.275], [2.864, -2.812, 1.024], [3.525, -1.334, 0.422], [1.536, -1.381, 2.805], [4.653, -1.376, 3.174], [3.723, -2.627, 3.826], [3.327, -1.134, 4.435], [2.539, 0.849, 2.902], [-4.938, 0.775, -0.444], [-4.041, 1.325, 0.704], [-3.103, 2.429, 0.262], [-5.002, 1.938, 1.530], [-5.414, -0.095, 0.009], [-4.327, 0.399, -1.265], [-5.700, 1.491, -0.752], [-3.409, 0.560, 1.153], [-2.334, 2.538, 1.027], [-3.561, 3.413, 0.164], [-2.476, 2.159, -0.589], [-4.495, 2.623, 1.973], [4.489, 2.482, -0.452], [3.743, 1.485, -1.558], [3.487, 0.146, -0.879], [2.448, 1.949, -1.978], [3.729, 2.637, 0.314], [4.867, 3.436, -0.822], [5.168, 1.959, 0.221], [4.404, 1.567, -2.420], [3.080, -0.584, -1.579], [2.758, 0.168, -0.069], [4.425, -0.327, -0.588], [2.258, 1.884, -2.917]]
}

[2]
{
  "formula": "C15H40O5",
  "method": "the ωB97M-V functional and the def2-TZVPD basis",
  "smiles": "CC(C)O.CC(C)O.CC(C)O.CC(C)O.CC(C)O",
  "de_lowest_ev": 2.926,
  "species": ["C", "C", "C", "O", "H", "H", "H", "H", "H", "H", "H", "H", "C", "C", "C", "O", "H", "H", "H", "H", "H", "H", "H", "H", "C", "C", "C", "O", "H", "H", "H", "H", "H", "H", "H", "H", "C", "C", "C", "O", "H", "H", "H", "H", "H", "H", "H", "H", "C", "C", "C", "O", "H", "H", "H", "H", "H", "H", "H", "H"],
  "positions_angstrom": [[-1.080, -7.304, -0.247], [-1.552, -8.579, 0.409], [-2.870, -8.363, 1.209], [-1.708, -9.643, -0.492], [-0.490, -7.491, -1.145], [-0.356, -6.808, 0.399], [-1.796, -6.491, -0.373], [-0.836, -8.799, 1.201], [-3.629, -7.849, 0.620], [-2.777, -7.865, 2.174], [-3.351, -9.326, 1.380], [-1.428, -10.361, 0.080], [-5.227, 2.483, -1.411], [-4.574, 3.670, -0.615], [-5.621, 4.511, 0.109], [-3.644, 3.037, 0.342], [-6.124, 2.098, -0.926], [-4.600, 1.593, -1.461], [-5.578, 2.943, -2.334], [-3.906, 4.225, -1.273], [-5.728, 4.183, 1.143], [-6.580, 4.517, -0.409], [-5.082, 5.458, 0.098], [-3.403, 3.806, 0.863], [1.880, 6.304, -5.587], [3.163, 6.243, -6.422], [3.709, 4.835, -6.516], [2.976, 6.777, -7.714], [1.234, 5.716, -6.239], [1.577, 7.349, -5.522], [2.013, 5.847, -4.607], [3.906, 6.822, -5.873], [4.161, 4.711, -7.500], [2.917, 4.087, -6.535], [4.486, 4.531, -5.814], [2.334, 6.149, -8.053], [1.156, -1.090, -0.534], [1.737, 0.132, 0.075], [2.177, 1.216, -0.862], [0.888, 0.742, 0.984], [1.947, -1.586, -1.097], [0.309, -0.896, -1.193], [0.793, -1.808, 0.201], [2.627, -0.128, 0.648], [2.884, 0.821, -1.592], [2.810, 1.930, -0.335], [1.335, 1.746, -1.307], [0.009, 0.694, 0.603], [3.222, -2.031, 6.119], [2.077, -1.127, 6.592], [2.052, -0.840, 8.087], [2.085, 0.137, 5.938], [4.039, -2.108, 6.836], [3.570, -1.813, 5.109], [2.926, -3.074, 6.000], [1.118, -1.549, 6.289], [2.921, -0.218, 8.301], [2.128, -1.739, 8.699], [1.116, -0.359, 8.372], [1.655, -0.068, 5.104]]
}

[3]
{
  "formula": "C15H41AsAuO3Si3",
  "method": "the ωB97M-V functional and the def2-TZVPD basis",
  "charge": 3,
  "e_tot_ev": -110500.262,
  "species": ["Au", "C", "O", "C", "C", "O", "C", "C", "O", "C", "H", "H", "H", "H", "H", "H", "H", "H", "H", "H", "H", "H", "H", "H", "C", "Si", "C", "C", "As", "Si", "C", "C", "C", "Si", "C", "C", "C", "H", "H", "H", "H", "H", "H", "H", "H", "H", "H", "H", "H", "H", "H", "H", "H", "H", "H", "H", "H", "H", "H", "H", "H", "H", "H", "H"],
  "positions_angstrom": [[-0.845, 0.588, -0.756], [-3.880, 1.692, -1.103], [-2.986, 0.693, -1.626], [-3.560, -0.626, -1.628], [-2.804, -1.455, -2.636], [-1.400, -1.377, -2.342], [-0.590, -1.209, -3.510], [-0.631, 0.211, -4.014], [-0.189, 1.070, -2.960], [-0.250, 2.455, -3.341], [-4.784, 1.725, -1.709], [-4.143, 1.470, -0.066], [-3.368, 2.648, -1.164], [-3.498, -1.049, -0.621], [-4.611, -0.569, -1.918], [-3.130, -2.496, -2.592], [-3.000, -1.076, -3.640], [0.428, -1.465, -3.212], [-0.902, -1.898, -4.298], [0.038, 0.318, -4.873], [-1.637, 0.506, -4.324], [0.359, 2.620, -4.229], [-1.282, 2.749, -3.543], [0.151, 3.038, -2.514], [-1.985, 0.844, 3.127], [-0.608, -0.464, 3.177], [0.496, -0.332, 4.646], [-1.138, -2.146, 2.636], [0.094, 0.833, 1.314], [0.815, 3.172, 1.703], [1.331, 3.314, 3.473], [-0.727, 4.090, 1.239], [2.188, 3.288, 0.465], [3.484, -3.713, -0.503], [2.030, -4.664, -1.051], [4.287, -2.530, -1.634], [4.222, -4.049, 1.126], [-2.678, 0.435, 3.878], [-2.570, 0.933, 2.210], [-1.685, 1.830, 3.483], [-0.041, -0.714, 5.520], [0.787, 0.696, 4.858], [1.395, -0.937, 4.530], [-1.820, -2.566, 3.382], [-0.285, -2.821, 2.568], [-1.657, -2.126, 1.677], [0.492, 3.245, 4.167], [1.777, 4.304, 3.610], [2.089, 2.582, 3.751], [-1.615, 3.751, 1.773], [-0.919, 4.045, 0.166], [-0.579, 5.142, 1.505], [3.053, 2.679, 0.729], [2.524, 4.329, 0.446], [1.863, 3.030, -0.544], [1.618, -4.318, -1.997], [1.253, -4.685, -0.283], [2.350, -5.708, -1.175], [3.560, -1.932, -2.188], [4.829, -3.123, -2.384], [5.012, -1.887, -1.137], [3.594, -4.662, 1.771], [4.521, -3.130, 1.637], [5.155, -4.602, 0.944]]
}

[4]
{
  "formula": "C15H41KN4O2Si4",
  "method": "the ωB97M-V functional and the def2-TZVPD basis",
  "de_lowest_ev": 0.333,
  "species": ["K", "N", "C", "C", "C", "C", "N", "C", "N", "N", "C", "O", "O", "H", "H", "H", "H", "H", "H", "H", "H", "H", "H", "H", "H", "H", "H", "C", "Si", "C", "C", "Si", "Si", "C", "C", "C", "Si", "C", "C", "C", "H", "H", "H", "H", "H", "H", "H", "H", "H", "H", "H", "H", "H", "H", "H", "H", "H", "H", "H", "H", "H", "H", "H", "H", "H", "H", "H"],
  "positions_angstrom": [[1.161, 2.444, 2.242], [5.237, 0.848, 0.228], [4.150, 0.298, 1.033], [4.528, -1.027, 1.679], [4.659, -2.188, 0.688], [3.345, -2.885, 0.311], [2.296, -2.066, -0.302], [2.380, -1.528, -1.509], [3.341, -1.936, -2.352], [1.504, -0.628, -1.891], [3.458, 1.292, 1.986], [3.453, 2.497, 1.631], [2.785, 0.811, 2.930], [6.088, 0.846, 0.781], [5.019, 1.828, 0.080], [3.325, 0.105, 0.352], [3.781, -1.260, 2.440], [5.477, -0.898, 2.209], [5.271, -2.978, 1.132], [5.205, -1.845, -0.197], [2.890, -3.302, 1.208], [3.537, -3.732, -0.353], [1.589, -1.676, 0.305], [4.138, -2.416, -1.973], [3.521, -1.377, -3.168], [0.809, -0.192, -1.245], [1.570, -0.208, -2.804], [-4.371, 1.739, 1.473], [-2.487, 1.744, 1.563], [-2.015, 0.987, 3.240], [-2.040, 3.587, 1.707], [-1.161, 0.703, -0.047], [-1.897, -1.514, 0.098], [-1.414, -2.524, -1.431], [-1.062, -2.353, 1.587], [-3.743, -1.842, 0.330], [-2.033, 1.456, -2.077], [-1.993, 3.345, -2.147], [-3.797, 0.928, -2.490], [-0.954, 0.875, -3.526], [-4.773, 2.239, 2.359], [-4.780, 0.725, 1.438], [-4.739, 2.273, 0.592], [-2.250, 1.661, 4.070], [-0.947, 0.744, 3.269], [-2.549, 0.048, 3.413], [-2.592, 4.059, 2.525], [-2.254, 4.135, 0.787], [-0.976, 3.721, 1.909], [-0.361, -2.416, -1.711], [-2.016, -2.223, -2.294], [-1.607, -3.585, -1.246], [-0.033, -2.014, 1.736], [-1.054, -3.443, 1.481], [-1.597, -2.113, 2.511], [-4.327, -1.383, -0.474], [-4.105, -1.431, 1.278], [-3.951, -2.917, 0.332], [-2.711, 3.783, -1.449], [-2.244, 3.705, -3.150], [-1.002, 3.727, -1.886], [-4.495, 1.261, -1.716], [-3.878, -0.161, -2.556], [-4.125, 1.349, -3.446], [0.066, 1.260, -3.430], [-1.349, 1.250, -4.475], [-0.903, -0.216, -3.587]]
}

[5]
{
  "formula": "C15H42N2O10P",
  "method": "the ωB97M-V functional and the def2-TZVPD basis",
  "charge": 1,
  "e_tot_ev": -48966.383,
  "species": ["C", "C", "N", "C", "C", "C", "C", "O", "C", "P", "O", "O", "O", "C", "N", "C", "C", "O", "H", "H", "H", "H", "H", "H", "H", "H", "H", "H", "H", "H", "H", "H", "H", "H", "H", "H", "H", "H", "H", "H", "C", "O", "H", "H", "H", "H", "C", "O", "H", "H", "H", "H", "C", "O", "H", "H", "H", "H", "C", "O", "H", "H", "H", "H", "C", "O", "H", "H", "H", "H"],
  "positions_angstrom": [[-2.788, 1.607, 3.080], [-3.006, 1.656, 1.441], [-1.994, 0.741, 0.787], [-2.459, 0.202, -0.547], [-3.669, -0.907, -0.461], [-3.224, -2.368, 0.135], [-2.578, -2.338, 1.642], [-1.110, -2.132, 1.677], [-0.392, -3.205, 0.970], [1.138, -2.603, -0.030], [1.804, -3.924, -0.667], [0.756, -1.508, -1.334], [2.374, -1.964, 1.066], [-1.366, -4.090, -0.039], [-2.325, -3.175, -0.815], [-0.604, 1.336, 0.734], [-0.319, 2.698, -0.145], [0.396, 0.737, 1.438], [-3.848, 1.633, 3.624], [-2.170, 2.527, 3.495], [-2.255, 0.637, 3.465], [-2.840, 2.790, 1.129], [-4.133, 1.334, 1.234], [-1.568, -0.202, -1.232], [-2.904, 1.133, -1.148], [-4.064, -1.094, -1.571], [-4.627, -0.523, 0.136], [-4.226, -3.011, 0.218], [-3.040, -1.403, 2.224], [-2.905, -3.284, 2.281], [0.034, -3.935, 1.809], [1.592, -1.032, -1.676], [3.213, -2.490, 0.872], [-0.748, -4.739, -0.821], [-1.941, -4.884, 0.633], [-2.955, -3.842, -1.355], [-1.845, -2.584, -1.529], [-1.308, 3.320, -0.330], [0.174, 2.433, -1.198], [0.400, 3.378, 0.503], [2.238, 5.815, 0.630], [0.837, 5.624, 0.705], [2.738, 4.974, 1.117], [2.546, 5.862, -0.417], [2.508, 6.742, 1.142], [0.422, 6.386, 0.265], [4.396, 5.134, -2.645], [4.640, 5.607, -1.333], [3.552, 5.683, -3.069], [5.282, 5.298, -3.263], [4.155, 4.069, -2.611], [5.393, 5.101, -0.983], [4.442, 0.515, -2.730], [3.041, 0.324, -2.656], [4.942, -0.326, -2.244], [4.750, 0.561, -3.778], [4.712, 1.442, -2.219], [2.626, 1.085, -3.096], [2.163, -3.239, -3.870], [1.527, -2.164, -4.536], [2.812, -3.761, -4.577], [2.765, -2.852, -3.044], [1.407, -3.932, -3.491], [0.959, -1.719, -3.884], [-2.541, -3.367, 5.307], [-1.208, -2.899, 5.208], [-2.658, -3.911, 6.247], [-3.229, -2.518, 5.292], [-2.755, -4.038, 4.471], [-1.135, -2.420, 4.365]]
}

[6]
{
  "formula": "C15H43ClN4O3P2",
  "method": "the ωB97M-V functional and the def2-TZVPD basis",
  "smiles": "N=P(O)(O)[PH](O)(Cl)CCCN.CCN(CC)CC.CCN(CC)CC",
  "de_lowest_ev": 0.000,
  "species": ["N", "P", "O", "O", "P", "O", "Cl", "C", "C", "C", "N", "H", "H", "H", "H", "H", "H", "H", "H", "H", "H", "H", "H", "H", "C", "C", "N", "C", "C", "C", "C", "H", "H", "H", "H", "H", "H", "H", "H", "H", "H", "H", "H", "H", "H", "H", "C", "C", "N", "C", "C", "C", "C", "H", "H", "H", "H", "H", "H", "H", "H", "H", "H", "H", "H", "H", "H", "H"],
  "positions_angstrom": [[0.634, 1.257, -2.072], [0.878, 1.394, -0.557], [0.146, 2.707, 0.079], [2.451, 1.713, -0.236], [0.413, -0.353, 0.856], [0.761, -1.417, -0.311], [0.325, -2.053, 2.294], [-1.302, 0.141, 1.187], [-2.208, 0.221, -0.050], [-3.242, 1.333, 0.084], [-4.058, 1.405, -1.126], [0.239, 0.361, -2.327], [0.653, 3.261, 0.680], [2.643, 2.280, 0.521], [1.407, 0.135, 1.714], [1.575, -1.198, -0.793], [-1.698, -0.559, 1.916], [-1.210, 1.116, 1.677], [-1.652, 0.395, -0.972], [-2.721, -0.738, -0.162], [-2.714, 2.282, 0.211], [-3.835, 1.172, 0.994], [-4.463, 2.328, -1.224], [-4.841, 0.765, -1.064], [4.224, 4.539, -7.304], [3.173, 4.068, -6.310], [1.865, 4.651, -6.553], [0.936, 4.472, -5.447], [0.506, 3.049, -5.081], [1.323, 4.441, -7.885], [1.182, 2.996, -8.383], [4.248, 5.629, -7.348], [5.209, 4.184, -6.997], [4.039, 4.160, -8.309], [3.472, 4.374, -5.304], [3.161, 2.967, -6.302], [0.048, 5.074, -5.665], [1.402, 4.927, -4.567], [-0.175, 2.626, -5.820], [-0.006, 3.048, -4.119], [1.360, 2.380, -4.976], [1.949, 4.986, -8.595], [0.347, 4.932, -7.915], [2.096, 2.424, -8.213], [0.991, 2.996, -9.458], [0.363, 2.468, -7.899], [-1.854, -3.115, 5.044], [-1.974, -3.922, 6.327], [-1.310, -5.211, 6.239], [-1.650, -6.119, 7.319], [-1.234, -5.736, 8.744], [0.091, -5.171, 5.847], [1.047, -4.324, 6.697], [-2.179, -3.704, 4.186], [-2.477, -2.220, 5.107], [-0.832, -2.785, 4.861], [-3.029, -4.123, 6.534], [-1.611, -3.305, 7.167], [-1.226, -7.097, 7.073], [-2.737, -6.245, 7.299], [-0.159, -5.829, 8.897], [-1.726, -6.396, 9.461], [-1.524, -4.712, 8.986], [0.142, -4.811, 4.817], [0.445, -6.204, 5.818], [0.640, -3.329, 6.886], [1.991, -4.195, 6.164], [1.270, -4.784, 7.659]]
}

[7]
{
  "formula": "C15H43O17P2S2",
  "method": "the ωB97M-V functional and the def2-TZVPD basis",
  "charge": -1,
  "e_tot_ev": -91307.250,
  "species": ["O", "C", "C", "P", "S", "C", "O", "O", "P", "O", "O", "S", "H", "H", "H", "H", "H", "H", "H", "C", "C", "O", "O", "H", "H", "H", "H", "H", "H", "C", "C", "O", "O", "H", "H", "H", "H", "H", "H", "C", "C", "O", "O", "H", "H", "H", "H", "H", "H", "C", "C", "O", "O", "H", "H", "H", "H", "H", "H", "C", "C", "O", "O", "H", "H", "H", "H", "H", "H", "C", "C", "O", "O", "H", "H", "H", "H", "H", "H"],
  "positions_angstrom": [[-0.936, 1.413, 0.072], [-1.531, 0.430, 0.455], [-0.841, -0.981, 0.426], [-2.160, -2.215, -0.158], [-2.780, -2.374, 1.982], [-1.954, -4.103, -0.124], [-2.725, -4.830, -0.756], [-1.023, -4.638, 0.599], [-1.437, -2.043, -2.258], [-1.609, -0.396, -2.663], [0.201, -2.335, -2.411], [-2.492, -3.040, -3.542], [-2.589, 0.487, 0.853], [-0.514, -1.226, 1.471], [0.038, -0.899, -0.257], [-3.449, -1.728, -0.520], [-4.090, -1.977, 2.060], [-2.518, -0.164, -2.395], [0.393, -3.284, -2.274], [2.470, 2.743, 3.079], [2.258, 3.443, 1.750], [1.822, 2.490, 0.789], [3.423, 1.694, 2.921], [2.838, 3.437, 3.838], [1.536, 2.292, 3.430], [3.199, 3.861, 1.383], [1.518, 4.245, 1.831], [0.919, 2.229, 1.024], [3.251, 1.308, 2.046], [-6.063, -1.446, -3.014], [-7.123, -2.513, -2.815], [-7.877, -2.218, -1.636], [-5.219, -1.388, -1.874], [-5.448, -1.660, -3.889], [-6.528, -0.459, -3.133], [-6.658, -3.487, -2.661], [-7.800, -2.568, -3.673], [-8.412, -1.434, -1.823], [-5.792, -1.538, -1.107], [3.554, -3.628, -0.875], [4.832, -3.298, -1.623], [4.711, -2.005, -2.224], [2.445, -3.587, -1.761], [3.604, -4.623, -0.431], [3.372, -2.891, -0.084], [4.997, -4.010, -2.432], [5.699, -3.306, -0.954], [4.719, -1.353, -1.512], [2.617, -2.854, -2.371], [-9.288, 2.881, -1.673], [-9.295, 1.530, -2.363], [-8.901, 0.518, -1.431], [-7.996, 3.154, -1.150], [-9.555, 3.679, -2.369], [-9.994, 2.887, -0.833], [-8.569, 1.513, -3.177], [-10.285, 1.289, -2.761], [-9.616, 0.420, -0.789], [-7.654, 2.308, -0.825], [7.097, -1.431, 2.440], [6.457, -0.584, 1.355], [5.068, -0.415, 1.642], [6.442, -2.690, 2.522], [8.154, -1.604, 2.230], [7.000, -0.942, 3.416], [6.524, -1.087, 0.389], [6.933, 0.399, 1.282], [5.000, 0.163, 2.416], [5.503, -2.512, 2.368], [6.451, 4.885, 1.626], [6.686, 4.385, 3.039], [5.433, 4.254, 3.711], [5.762, 6.128, 1.661], [7.394, 5.026, 1.096], [5.828, 4.176, 1.067], [7.276, 5.106, 3.606], [7.200, 3.419, 3.042], [4.966, 3.507, 3.307], [5.133, 6.063, 2.394]]
}